Record 1
Computed, not measured: a single C3H5Br molecule at a distorted geometry, with ωB97M-V/def2-TZVPD.

```
9
Properties=species:S:1:pos:R:3:forces:R:3
C 1.205 -0.028 -0.103 0.0 -0.7 -0.7
C -0.181 -0.540 0.048 -5.4 6.5 -0.5
C -1.339 0.467 -0.023 6.9 -4.9 0.1
Br -3.080 -0.076 -0.041 -0.9 0.1 0.2
H 1.300 0.946 0.330 0.0 1.2 -0.7
H 1.669 -0.211 -1.121 -0.6 0.6 1.2
H 1.754 -0.555 0.621 1.3 -1.2 0.7
H -0.348 -1.484 0.453 -0.5 -1.7 0.0
H -0.981 1.482 -0.163 -0.8 0.1 -0.2
```
Forces are in eV/Å.

Computed properties:
Frontier orbital gap, eV: 9.2833
E, a.u.: -2691.24104
Net charge: 0
Energy above the lowest of the compared OMol25 structures with the same formula, charge and spin, kcal per mole: 28.34
SMILES string: C/C=C/Br

Atom charges from the natural (NBO) analysis, given in e for atoms 1 to 5: atom 1 (C): -0.67, atom 2 (C): -0.14, atom 3 (C): -0.37, atom 4 (Br): 0.11, atom 5 (H): 0.22



Record 2
Computed, not measured: a molecular structure, C5H8O2, with ωB97M-V/def2-TZVPD.

```
15
Properties=species:S:1:pos:R:3:forces:R:3
C 0.127 0.036 -1.807 0.0 0.0 0.0
C 0.055 -0.068 -0.323 0.2 0.1 -0.1
O -0.097 -1.851 -0.020 -0.1 -0.1 0.2
C 1.086 0.116 0.690 0.1 0.3 -0.1
C 0.071 0.809 1.564 0.1 -0.1 0.4
O -0.574 1.880 0.818 0.0 0.2 -0.1
C -0.995 0.546 0.596 -0.3 -0.2 -0.1
H 0.179 1.103 -2.053 0.0 -0.1 0.0
H 1.029 -0.451 -2.188 -0.1 0.1 0.1
H -0.749 -0.397 -2.296 0.1 0.1 0.1
H -0.893 -2.048 0.504 0.1 0.0 -0.1
H 0.688 -1.400 0.661 -0.2 -0.1 -0.1
H 2.080 0.504 0.475 -0.1 -0.1 0.0
H -0.008 0.886 2.644 0.0 0.0 -0.2
H -2.049 0.304 0.704 0.2 0.0 0.0
```
Forces are in eV/Å.

Computed properties:
Frontier orbital gap, eV: 9.0558
E, a.u.: -345.60560
Net charge: 0
Energy above the lowest of the compared OMol25 structures with the same formula, charge and spin, kcal per mole: 125.10

Atom charges from the natural (NBO) analysis, given in e for atoms 1 to 5: atom 1 (C): -0.66, atom 2 (C): 0.33, atom 3 (O): -0.85, atom 4 (C): -0.62, atom 5 (C): 0.05



Record 3
Computed, not measured: a molecular structure, C26H31KN2O2Si at a distorted geometry, with ωB97M-V/def2-TZVPD.

```
63
Properties=species:S:1:pos:R:3:forces:R:3
K -0.189 0.156 -0.936 1.5 0.6 0.4
O -4.315 -1.497 -1.680 -0.3 -0.3 0.0
C -3.180 -1.299 -1.214 -0.3 0.2 -0.3
O -2.397 -0.368 -1.474 -0.7 -0.1 -0.1
C -2.702 -2.323 -0.173 0.1 -0.1 0.1
C -3.540 -3.382 0.158 -0.3 -0.3 0.0
C -3.164 -4.277 1.139 0.5 0.1 0.2
C -1.940 -4.071 1.781 -0.5 -0.3 -0.1
C -1.166 -3.001 1.368 0.4 -0.1 0.3
N -1.513 -2.152 0.414 -0.5 0.2 -0.4
H -4.480 -3.475 -0.365 0.0 0.1 -0.1
H -3.805 -5.112 1.413 0.0 0.1 0.0
H -1.612 -4.732 2.577 0.1 0.1 -0.1
H -0.209 -2.801 1.834 0.1 0.0 0.0
C 1.950 -0.199 1.663 0.0 0.7 0.6
Si 1.664 1.179 2.801 0.0 -0.4 -0.6
C -0.199 1.386 3.205 0.3 0.0 0.0
N -1.001 1.354 1.993 -0.2 -0.2 -0.2
C -2.268 0.672 2.108 -0.3 -0.1 0.4
C -3.327 1.477 2.879 0.0 -0.1 -0.2
C -3.549 2.803 2.160 0.0 0.1 0.3
C -2.217 3.543 2.067 0.1 -0.1 -0.2
C -1.168 2.646 1.375 0.0 0.5 -0.1
C 2.500 1.173 4.544 -0.1 -0.6 0.2
C 1.843 0.946 5.760 -0.2 0.3 -0.5
C 2.523 0.618 6.915 0.1 -0.1 0.5
C 3.903 0.489 6.906 0.1 0.0 0.0
C 4.587 0.718 5.717 0.2 0.0 0.3
C 3.893 1.056 4.574 -0.1 0.2 -0.2
C 2.375 2.815 2.142 -0.1 -0.4 0.1
C 3.014 2.848 0.911 0.1 0.0 -0.2
C 3.606 4.006 0.439 0.2 0.2 -0.1
C 3.579 5.159 1.206 0.1 0.1 -0.1
C 2.939 5.150 2.433 -0.1 0.2 0.1
C 2.337 3.989 2.884 -0.1 0.1 0.2
H 1.559 -1.158 2.000 -0.2 -0.2 0.1
H 2.992 -0.325 1.361 0.1 0.0 -0.1
H -0.408 2.281 3.814 0.0 0.0 0.2
H -0.485 0.529 3.815 0.0 -0.1 0.1
H -2.100 -0.296 2.585 0.0 0.0 -0.1
H -2.643 0.479 1.100 -0.1 -0.1 -0.1
H -2.971 1.662 3.898 0.0 0.0 0.1
H -4.259 0.909 2.944 0.0 -0.1 0.0
H -4.299 3.413 2.680 0.0 0.0 -0.1
H -3.920 2.599 1.152 -0.1 0.0 -0.1
H -1.876 3.804 3.074 0.0 0.1 0.0
H -2.332 4.471 1.501 0.1 0.0 0.0
H -0.197 3.147 1.362 -0.1 0.0 -0.2
H -1.488 2.489 0.340 0.0 0.1 -0.1
H 0.765 1.042 5.802 -0.1 -0.1 0.0
H 1.978 0.457 7.841 0.0 0.0 0.0
H 4.440 0.210 7.806 0.0 0.0 0.0
H 5.667 0.623 5.690 0.0 0.0 0.0
H 4.434 1.227 3.652 0.1 -0.1 -0.1
H 3.024 1.951 0.316 0.0 -0.2 -0.2
H 4.085 4.028 -0.532 -0.1 -0.1 0.0
H 4.044 6.067 0.841 0.0 0.0 0.0
H 2.907 6.058 3.027 0.0 0.0 0.1
H 1.826 3.995 3.840 0.0 0.0 0.1
C 1.007 2.586 -2.492 -0.1 -0.4 0.1
H 0.170 2.992 -3.065 -0.3 0.1 -0.2
H 1.916 2.797 -3.057 0.3 0.0 -0.2
H 1.070 3.153 -1.562 0.0 0.2 0.3
```
Forces are in eV/Å.

Computed properties:
Frontier orbital gap, eV: 4.0234
E, a.u.: -2158.74246
Net charge: -2
Energy above the lowest of the compared OMol25 structures with the same formula, charge and spin, kcal per mole: 3.57

Atom charges from the natural (NBO) analysis, given in e for atoms 1 to 5: atom 1 (K): 0.87, atom 2 (O): -0.75, atom 3 (C): 0.73, atom 4 (O): -0.79, atom 5 (C): 0.11



Record 4
Computed, not measured: a molecular structure, C14H16N at a distorted geometry, with ωB97M-V/def2-TZVPD.

```
31
Properties=species:S:1:pos:R:3:forces:R:3
C -2.581 -1.310 -1.522 -0.9 -0.2 0.0
C -1.450 -1.236 -2.289 1.5 -0.3 -0.3
C -2.507 -0.970 -0.157 1.1 -1.0 -0.5
C -0.245 -0.902 -1.700 -1.2 -0.4 -4.2
C -1.280 -0.619 0.385 -3.2 0.7 1.4
C 2.269 -0.413 -0.632 -2.5 1.5 0.5
C 3.049 -1.472 -0.749 -1.2 0.0 1.4
C -2.583 1.764 1.470 1.5 -3.4 -2.1
C -0.506 -0.995 2.748 -0.5 0.2 -3.2
C -1.803 1.008 2.262 -0.7 1.2 -1.1
C -1.134 -0.205 1.834 0.3 -2.0 0.4
C 2.175 0.951 -1.168 2.7 1.1 -2.5
C 0.966 -0.067 0.055 0.1 -3.9 -1.3
C 2.856 2.134 -0.627 -2.2 2.6 -0.5
N -0.241 -0.458 -0.479 3.3 1.1 4.7
H -3.504 -1.714 -1.949 0.3 0.4 0.2
H -1.409 -1.507 -3.328 -0.3 -0.1 -0.2
H -3.382 -1.250 0.395 0.0 0.5 0.8
H 0.689 -0.768 -2.212 -0.1 -0.4 -0.4
H 2.952 -2.415 -0.192 -0.2 0.6 -0.4
H 3.856 -1.328 -1.377 1.8 -0.1 -1.1
H -2.891 2.707 1.656 -1.2 2.7 1.2
H -2.800 1.434 0.406 0.3 0.4 1.5
H -0.534 -0.695 3.736 0.2 0.4 1.9
H 0.005 -1.914 2.464 -0.2 0.2 0.2
H -1.556 1.331 3.252 0.0 0.2 0.5
H 1.583 1.133 -2.062 -0.1 -0.2 0.1
H 1.068 0.285 1.015 -0.5 1.0 2.0
H 3.649 1.971 0.009 2.0 -0.9 1.1
H 2.082 2.567 0.171 1.2 0.0 -1.7
H 3.207 2.955 -1.415 -1.3 -1.7 1.7
```
Forces are in eV/Å.

Computed properties:
⟨S²⟩: 2.033
2S+1: 3
Frontier orbital gap (spin up / spin down), eV: 6.0640 / 6.4000
E, a.u.: -597.30722
Net charge: +1

Atom charges from the natural (NBO) analysis, given in e for atoms 1 to 5: atom 1 (C): -0.17, atom 2 (C): -0.19, atom 3 (C): -0.19, atom 4 (C): 0.01, atom 5 (C): 0.19



Record 5
Computed, not measured: a molecular structure, C3H2O2Zn at a distorted geometry, with ωB97M-V/def2-TZVPD.

```
8
Properties=species:S:1:pos:R:3:forces:R:3
O -0.387 0.960 0.197 0.9 -0.2 -0.2
C 0.642 0.163 0.120 -4.3 -1.5 0.4
C -1.313 -0.237 0.095 -1.0 -0.4 0.3
O 1.809 0.494 0.102 1.9 1.3 0.4
C -0.172 -1.159 0.225 0.8 0.5 -0.2
Zn 3.285 0.329 -0.808 1.4 -0.1 -0.6
H -1.844 -0.290 -0.869 0.2 0.3 0.2
H -2.020 -0.260 0.939 0.1 0.1 -0.2
```
Forces are in eV/Å.

Computed properties:
Frontier orbital gap (spin up / spin down), eV: 5.2280 / 5.0106
E, a.u.: -2044.32565
Net charge: +2
Energy above the lowest of the compared OMol25 structures with the same formula, charge and spin, kcal per mole: 84.87

Atom charges from the natural (NBO) analysis, given in e for atoms 1 to 5: atom 1 (O): -0.31, atom 2 (C): 0.69, atom 3 (C): -0.26, atom 4 (O): -0.89, atom 5 (C): 0.28



Record 6
Computed, not measured: a molecular structure, C26H20NOsP2S2 at a distorted geometry, with ωB97M-V/def2-TZVPD.

```
52
Properties=species:S:1:pos:R:3:forces:R:3
Os 2.058 1.645 1.677 0.2 -1.6 0.0
S 0.856 0.548 3.440 0.1 0.4 -0.3
P -0.179 -0.205 1.808 0.0 -0.3 0.5
C 1.133 0.072 0.707 -0.5 1.2 -0.2
P 1.695 0.460 -0.886 0.1 -0.1 -0.2
S 3.442 1.387 -0.218 -0.3 0.4 0.3
C 2.204 -0.987 -1.841 -0.2 0.2 0.2
C 2.715 -2.017 -1.046 -0.1 0.0 0.0
C 3.258 -3.144 -1.635 0.0 0.0 0.0
C 3.288 -3.250 -3.020 0.0 0.0 0.0
C 2.779 -2.230 -3.809 0.0 0.0 -0.1
C 2.245 -1.089 -3.229 0.1 0.0 -0.1
C 0.764 1.729 -1.815 0.1 -0.4 0.2
C 0.162 1.481 -3.045 -0.1 -0.1 0.1
C -0.453 2.518 -3.731 0.0 0.0 -0.1
C -0.494 3.792 -3.190 0.0 0.0 0.0
C 0.063 4.035 -1.941 0.0 0.0 0.0
C 0.695 3.010 -1.265 0.1 0.0 0.0
C -1.690 0.786 1.666 0.4 -0.2 -0.2
C -1.556 2.162 1.485 0.0 -0.1 0.0
C -2.675 2.972 1.491 0.0 0.1 0.0
C -3.932 2.409 1.683 0.0 0.0 0.0
C -4.065 1.041 1.863 -0.1 0.0 0.0
C -2.948 0.220 1.853 0.1 0.0 0.0
C -0.656 -1.918 2.090 0.1 0.2 -0.1
C -0.295 -2.546 3.277 0.0 0.1 -0.1
C -0.684 -3.857 3.503 0.0 -0.1 0.0
C -1.424 -4.537 2.546 0.0 0.1 0.0
C -1.774 -3.911 1.356 0.0 -0.1 -0.1
C -1.391 -2.602 1.121 0.1 0.0 0.0
H 2.688 -1.925 0.033 0.0 0.0 0.0
H 3.669 -3.931 -1.018 0.0 0.0 0.0
H 3.721 -4.126 -3.483 0.0 0.0 0.0
H 2.812 -2.316 -4.887 0.0 0.0 0.0
H 1.897 -0.295 -3.871 0.1 0.0 0.0
H 0.139 0.487 -3.467 0.0 0.0 0.0
H -0.896 2.326 -4.699 0.0 0.0 0.0
H -0.964 4.600 -3.735 0.0 0.0 0.0
H 0.022 5.023 -1.503 0.0 0.0 0.0
H 1.164 3.231 -0.313 0.0 0.0 0.0
H -0.571 2.600 1.368 0.0 0.1 0.0
H -2.577 4.042 1.366 0.0 0.0 0.0
H -4.807 3.045 1.700 0.0 0.0 0.0
H -5.044 0.611 2.028 0.0 0.0 0.0
H -3.055 -0.845 2.006 0.0 0.0 0.0
H 0.283 -2.012 4.021 0.0 0.0 0.0
H -0.408 -4.349 4.426 0.0 0.0 0.0
H -1.728 -5.559 2.726 0.0 0.0 0.0
H -2.349 -4.448 0.614 0.0 0.0 0.0
H -1.664 -2.111 0.193 0.0 0.0 0.0
N 2.267 4.536 2.990 0.0 -0.1 0.0
C 2.262 3.440 2.610 0.1 0.5 0.1
```
Forces are in eV/Å.

Computed properties:
⟨S²⟩: 6.034
2S+1: 5
Frontier orbital gap (spin up / spin down), eV: 8.3919 / 6.5368
E, a.u.: -2626.99735
Net charge: +1

Atom charges from the Löwdin analysis, given in e for atoms 1 to 5: atom 1 (Os): 0.99, atom 2 (S): 0.38, atom 3 (P): 0.57, atom 4 (C): -0.72, atom 5 (P): 0.57



Record 7
Computed, not measured: a single C11H13NOS molecule at a distorted geometry, with ωB97M-V/def2-TZVPD.

```
27
Properties=species:S:1:pos:R:3:forces:R:3
C -3.821 0.004 -1.132 -0.6 -0.8 1.2
C -2.650 -0.276 -0.622 -1.1 1.3 -0.7
C -1.513 -0.561 -0.058 1.0 0.7 0.4
C -1.285 -1.967 0.207 2.0 -0.3 -0.5
C -0.272 -2.293 1.009 0.4 -0.4 3.5
C 0.530 -1.302 1.825 -0.8 0.2 0.1
C 0.405 0.001 1.618 -1.3 -0.9 -0.6
C -0.427 0.491 0.470 -0.7 0.8 -1.7
C -1.038 1.856 0.854 -1.7 -1.5 2.0
C -0.233 2.836 1.209 -1.6 -0.2 -0.3
N 0.605 0.728 -0.559 1.7 0.2 -1.3
S 2.229 1.122 -0.173 -1.2 -1.7 -0.8
O 2.941 -0.367 0.116 0.6 0.1 -0.3
C 3.641 -1.053 -0.960 2.2 1.9 1.1
H -4.083 0.211 -2.134 0.6 0.2 -1.3
H -4.773 -0.118 -0.586 0.8 0.3 0.5
H -1.748 -2.797 -0.312 -0.8 0.4 0.1
H -0.310 -3.281 1.519 0.5 0.3 -1.2
H 1.136 -1.537 2.702 0.0 -0.8 -0.6
H 0.940 0.810 2.045 0.4 0.1 1.0
H -2.056 1.744 1.247 0.2 0.3 -0.2
H -0.381 3.675 1.852 -0.5 0.5 -0.1
H 0.655 2.675 0.728 2.8 0.5 -0.4
H 0.384 0.739 -1.565 -0.1 0.0 1.0
H 4.384 -0.326 -1.462 -1.0 -1.1 0.8
H 2.956 -1.334 -1.701 -1.0 -0.9 -1.0
H 4.238 -1.896 -0.498 -1.0 0.9 -0.6
```
Forces are in eV/Å.

Computed properties:
Frontier orbital gap, eV: 8.6178
E, a.u.: -954.91314
Net charge: 0
Energy above the lowest of the compared OMol25 structures with the same formula, charge and spin, kcal per mole: 149.65
SMILES string: C=C=C1C=CC=C[C@@]1(C=C)NSOC

Atom charges from the natural (NBO) analysis, given in e for atoms 1 to 5: atom 1 (C): -0.48, atom 2 (C): 0.15, atom 3 (C): -0.14, atom 4 (C): -0.19, atom 5 (C): -0.22



Record 8
Computed, not measured: a molecular structure, C28H59GaI2O12PS7 at a distorted geometry, with ωB97M-V/def2-TZVPD.

```
110
Properties=species:S:1:pos:R:3:forces:R:3
C 6.005 2.264 -3.876 -0.2 0.0 -0.9
C 4.445 2.128 -4.018 1.0 0.2 0.3
C 3.664 2.342 -2.684 0.0 0.4 -0.7
I 4.768 1.410 -1.052 -0.3 0.3 -0.1
Ga 1.690 1.765 -2.789 0.6 -1.0 -0.4
C 1.223 0.577 -4.373 -0.5 -0.1 -0.2
I 1.190 0.297 -0.616 -0.3 0.1 0.0
P 0.232 3.599 -2.725 0.1 0.7 -0.3
S 0.692 4.972 -4.096 0.3 0.2 -0.3
H 6.285 3.098 -3.212 -0.1 -0.4 0.0
H 6.451 2.494 -4.867 -0.3 -0.1 0.4
H 6.461 1.314 -3.558 -0.1 0.5 0.2
H 4.250 1.145 -4.476 -0.1 0.3 0.2
H 4.160 2.904 -4.753 -0.4 -0.3 0.4
H 3.685 3.430 -2.478 0.1 -0.6 0.2
H 0.546 -0.244 -4.055 0.4 0.4 0.0
H 0.657 1.122 -5.158 0.3 -0.1 0.4
H 2.082 0.107 -4.879 -0.2 0.2 0.3
H -1.094 3.195 -3.004 0.3 0.1 0.6
H 0.273 4.276 -1.460 -0.5 -0.6 -0.2
C 9.539 3.083 0.610 0.0 0.0 0.1
C 10.188 1.816 1.180 0.1 0.0 -0.1
C 9.213 1.222 2.201 0.5 0.0 0.1
S 7.573 1.721 1.674 -0.1 -0.2 -0.5
O 7.021 2.609 2.673 -0.1 -0.1 0.1
O 6.853 0.567 1.195 0.0 0.1 0.5
C 8.101 2.700 0.277 0.3 0.3 -0.2
H 10.068 3.449 -0.270 0.0 0.0 0.0
H 9.551 3.874 1.365 0.0 0.0 0.0
H 10.358 1.100 0.371 0.0 0.0 0.0
H 11.154 2.028 1.638 0.0 0.0 0.0
H 9.263 0.135 2.226 -0.2 0.0 0.1
H 9.381 1.624 3.200 -0.1 0.0 0.0
H 7.441 3.556 0.158 -0.2 -0.1 0.0
H 8.054 2.066 -0.608 -0.1 0.0 0.0
C -4.968 1.147 0.745 0.1 0.0 0.0
C -3.637 1.503 1.414 0.0 0.0 0.0
C -2.513 1.024 0.487 0.0 0.1 0.6
S -3.184 1.064 -1.172 0.2 0.1 0.1
O -3.260 -0.287 -1.676 0.0 0.2 -0.2
O -2.549 2.125 -1.920 -0.4 -0.5 0.0
C -4.829 1.587 -0.708 -0.4 0.0 0.2
H -5.808 1.636 1.232 0.0 0.0 0.0
H -5.130 0.068 0.796 0.0 0.0 0.0
H -3.573 2.586 1.542 0.0 0.0 0.0
H -3.549 1.051 2.402 0.0 0.0 0.0
H -1.641 1.673 0.537 0.1 -0.2 -0.2
H -2.221 -0.001 0.705 0.1 0.0 -0.2
H -5.561 1.128 -1.370 0.1 0.0 -0.1
H -4.870 2.673 -0.797 0.1 0.0 -0.1
C -10.905 -0.191 2.100 0.0 0.0 -0.1
C -10.286 -1.067 1.006 -0.1 0.0 0.1
C -8.985 -0.395 0.559 -0.2 -0.3 -0.3
S -8.391 0.532 1.972 0.0 -0.3 0.1
O -8.434 1.939 1.652 0.2 -0.1 0.1
O -7.200 -0.099 2.492 -0.1 0.3 0.0
C -9.763 0.152 3.050 -0.4 0.0 0.1
H -11.716 -0.701 2.619 0.0 0.0 0.0
H -11.310 0.723 1.657 0.0 0.0 0.1
H -10.065 -2.057 1.411 0.0 0.0 0.0
H -10.965 -1.205 0.166 0.1 -0.1 0.0
H -8.232 -1.124 0.267 0.1 0.1 0.0
H -9.155 0.309 -0.255 0.1 0.1 0.1
H -9.974 1.005 3.692 0.2 0.0 0.0
H -9.480 -0.711 3.654 0.1 0.0 0.0
C 6.948 4.024 6.504 0.0 -0.1 0.1
C 7.519 4.161 7.920 -0.1 0.1 0.0
C 8.895 3.490 7.927 -0.2 0.0 0.5
S 9.523 3.619 6.252 -0.2 0.3 -0.2
O 9.627 2.289 5.698 0.3 0.1 0.0
O 10.631 4.546 6.227 0.1 -0.4 -0.1
C 8.080 4.413 5.561 -0.4 0.1 -0.2
H 6.072 4.655 6.358 0.0 0.0 0.0
H 6.652 2.988 6.322 0.0 0.0 -0.1
H 7.625 5.220 8.168 0.0 0.0 0.0
H 6.860 3.715 8.666 0.0 0.0 0.0
H 9.586 3.985 8.606 0.1 -0.1 -0.1
H 8.825 2.432 8.177 0.1 0.0 -0.1
H 7.922 4.073 4.538 0.1 -0.1 0.0
H 8.255 5.489 5.578 0.1 0.0 0.0
C -9.336 -6.570 1.996 0.1 -0.1 0.0
C -8.013 -6.290 1.276 0.0 0.0 0.1
C -8.340 -6.022 -0.197 0.4 -0.2 0.1
S -10.003 -5.355 -0.227 0.1 0.1 0.0
O -10.866 -6.292 -0.906 0.0 0.3 0.0
O -9.953 -3.960 -0.597 -0.2 -0.2 -0.1
C -10.299 -5.483 1.531 0.0 -0.2 0.4
H -9.218 -6.561 3.080 0.0 0.0 0.0
H -9.715 -7.553 1.706 0.0 0.0 0.0
H -7.539 -5.409 1.714 0.0 0.0 0.0
H -7.315 -7.121 1.378 0.0 0.0 0.0
H -7.658 -5.300 -0.640 -0.1 0.0 -0.1
H -8.339 -6.941 -0.782 -0.1 0.1 0.0
H -11.344 -5.724 1.711 0.0 0.1 -0.2
H -10.053 -4.520 1.980 0.0 0.0 -0.1
C 0.465 -3.968 -5.876 0.0 0.0 -0.1
C 1.073 -4.869 -6.959 -0.1 -0.1 0.0
C 2.380 -4.214 -7.418 -0.3 -0.4 -0.3
S 2.983 -3.271 -6.017 0.0 0.1 0.3
O 2.946 -1.872 -6.362 0.3 -0.2 0.0
O 4.172 -3.901 -5.492 0.0 0.3 -0.2
C 1.609 -3.621 -4.932 -0.4 0.0 0.1
H -0.352 -4.462 -5.349 0.0 0.0 0.0
H 0.069 -3.057 -6.333 0.0 0.0 0.1
H 1.282 -5.855 -6.536 0.0 0.0 0.0
H 0.390 -5.011 -7.797 0.0 0.0 0.0
H 3.128 -4.952 -7.699 0.1 0.1 0.0
H 2.215 -3.521 -8.241 0.1 0.1 0.1
H 1.406 -2.754 -4.305 0.2 0.1 0.0
H 1.885 -4.476 -4.314 0.1 0.0 0.0
```
Forces are in eV/Å.

Computed properties:
Frontier orbital gap, eV: 5.4349
E, a.u.: -7654.05534
Net charge: -1

Atom charges from the Löwdin analysis, given in e for atoms 1 to 5: atom 1 (C): -0.21, atom 2 (C): -0.39, atom 3 (C): -0.79, atom 4 (I): 0.84, atom 5 (Ga): -0.16